Record 1
This record from the OMol25 dataset describes C54H60HfN8O16 as an isolated structure in a non-equilibrium geometry. The level of theory is ωB97M-V/def2-TZVPD.

CARTESIAN COORDINATES (ANGSTROEM)
Hf -1.979 3.054 0.793
C -6.433 2.835 -0.436
C -6.246 1.452 0.178
C -7.141 0.609 -0.722
C -6.858 -0.880 -0.570
C -5.404 -1.354 -0.676
C -4.465 -0.444 0.131
N -4.839 1.006 0.090
O -4.014 1.853 0.640
C -3.101 -0.577 -0.546
C -4.500 -0.935 1.578
C -6.780 1.441 1.634
H -6.326 3.733 0.180
H -7.287 2.967 -1.099
H -5.669 3.129 -1.175
H -7.131 0.905 -1.772
H -8.186 0.671 -0.412
H -7.523 -1.410 -1.256
H -7.252 -1.192 0.403
H -5.171 -1.380 -1.742
H -5.532 -2.362 -0.284
H -2.890 -1.602 -0.853
H -2.304 -0.335 0.159
H -3.044 0.017 -1.457
H -3.947 -0.302 2.270
H -4.058 -1.933 1.546
H -5.513 -1.111 1.933
H -7.676 2.056 1.742
H -6.036 1.910 2.276
H -7.164 0.461 1.913
C 1.133 0.666 -0.941
C 0.236 0.245 0.229
C 1.023 -0.249 1.425
O -0.599 1.377 0.482
H 1.896 1.367 -0.592
H 0.553 1.109 -1.747
H 1.764 -0.137 -1.331
H -0.293 -0.599 -0.232
H 1.587 0.610 1.792
H 1.740 -1.015 1.116
H 0.439 -0.861 2.105
C 4.643 3.622 0.526
C 3.482 3.128 1.098
C 2.269 3.458 0.548
C 2.177 4.154 -0.650
C 3.346 4.652 -1.244
C 4.560 4.377 -0.640
N 0.911 4.380 -1.307
O -0.137 4.045 -0.702
O 0.827 4.977 -2.338
H 5.664 3.461 0.845
H 3.517 2.520 1.992
H 1.386 3.031 1.008
H 3.157 5.216 -2.148
H 5.440 4.860 -1.042
C 6.551 -0.372 -0.967
C 7.146 -1.216 -0.033
C 6.465 -1.624 1.092
C 5.326 -0.948 1.465
C 4.755 -0.010 0.627
C 5.346 0.252 -0.605
N 4.571 -1.260 2.692
O 4.883 -2.266 3.285
O 3.704 -0.483 3.064
H 7.012 -0.119 -1.911
H 8.138 -1.626 -0.168
H 6.979 -2.321 1.740
H 3.803 0.448 0.847
H 4.925 0.921 -1.347
C 4.170 2.875 -5.093
C 5.129 1.912 -5.355
C 4.833 0.560 -5.163
C 3.640 0.200 -4.556
C 2.737 1.181 -4.178
C 2.959 2.504 -4.494
N 3.325 -1.229 -4.540
O 4.218 -2.030 -4.710
O 2.178 -1.551 -4.269
H 4.230 3.912 -5.396
H 6.110 2.205 -5.703
H 5.638 -0.141 -5.333
H 1.817 0.826 -3.731
H 2.207 3.259 -4.307
C -1.789 -3.505 1.477
C -1.499 -4.862 1.483
C -0.808 -5.461 2.531
C -0.286 -4.659 3.543
C -0.604 -3.313 3.563
C -1.342 -2.742 2.544
N 0.536 -5.266 4.600
O 0.625 -4.689 5.667
O 1.074 -6.324 4.363
H -2.416 -3.133 0.679
H -1.802 -5.469 0.639
H -0.606 -6.515 2.406
H -0.169 -2.650 4.301
H -1.639 -1.700 2.512
C 0.260 -0.531 6.434
C -1.093 -0.456 6.813
C -2.005 0.073 5.933
C -1.611 0.677 4.746
C -0.299 0.557 4.324
C 0.605 -0.079 5.177
N -2.579 1.363 3.872
O -3.733 1.318 4.168
O -2.161 1.944 2.847
H 0.957 -1.066 7.064
H -1.343 -0.990 7.719
H -3.049 0.215 6.189
H 0.158 0.855 3.393
H 1.580 -0.201 4.718
C -5.099 2.444 -5.490
C -3.886 3.001 -5.909
C -2.798 2.902 -5.049
C -3.013 2.555 -3.728
C -4.193 1.951 -3.340
C -5.235 1.836 -4.244
N -1.884 2.579 -2.809
O -0.787 2.479 -3.290
O -2.084 2.652 -1.592
H -5.926 2.609 -6.168
H -3.843 3.462 -6.884
H -1.900 3.442 -5.324
H -4.309 1.507 -2.360
H -6.201 1.479 -3.919
C 2.463 -3.012 -0.525
C 2.495 -3.765 0.636
C 3.697 -4.336 1.092
C 4.833 -4.185 0.314
C 4.765 -3.367 -0.800
C 3.617 -2.779 -1.277
N 6.110 -4.766 0.722
O 6.111 -5.597 1.608
O 7.129 -4.512 0.102
H 1.548 -2.511 -0.824
H 1.602 -3.773 1.249
H 3.542 -4.894 2.004
H 5.617 -3.212 -1.451
H 3.626 -2.112 -2.122

Strongest force on any atom ... 9.4 eV Å⁻¹
HOMO energy ... -12.7 eV
Gap between HOMO and LUMO ... 4.7 eV
Charge ... +2
Multiplicity ... 1



Record 2
This record from the OMol25 dataset describes a 2-piece molecular cluster, C5H13NP overall in a non-equilibrium geometry. The level of theory is ωB97M-V/def2-TZVPD.

CARTESIAN COORDINATES (ANGSTROEM)
C -2.376 -1.888 0.338
C -3.352 -2.855 0.815
C 3.398 0.361 -0.398
C 1.123 2.740 -0.432
C 2.381 0.903 -0.988
N 1.093 1.291 -0.425
P -1.770 -0.593 1.187
H -2.107 -1.988 -0.754
H -3.230 -2.881 1.883
H -3.063 -3.854 0.300
H -4.367 -2.808 0.314
H -2.330 -1.013 2.386
H 3.241 0.262 0.661
H 4.310 0.191 -0.927
H 2.050 2.958 0.081
H 1.107 3.151 -1.512
H 0.196 3.137 -0.021
H 2.337 1.147 -1.977
H 1.098 0.804 0.397
H 0.259 0.933 -0.926

Strongest force on any atom ... 3.9 eV Å⁻¹
HOMO energy ... -12.3 eV
Gap between HOMO and LUMO ... 9.2 eV
Charge ... +1
Multiplicity ... 1
ΔE to the lowest compared entry with this formula, charge and spin ... 65.3 kcal/mol



Record 3
This record from the OMol25 dataset describes a 2-piece molecular cluster, C2H5ClFO2P overall in a non-equilibrium geometry. The level of theory is ωB97M-V/def2-TZVPD.

CARTESIAN COORDINATES (ANGSTROEM)
O 1.680 -0.237 -0.881
P 2.162 -0.064 0.637
F 1.658 1.579 0.772
Cl 4.148 0.295 0.350
H 0.795 -0.810 -0.908
C -1.427 0.513 0.159
C -1.461 -0.876 -0.221
O -0.631 -1.611 -0.625
H -2.131 0.967 -0.643
H -1.941 0.678 1.109
H -0.436 0.946 0.247
H -2.415 -1.378 0.005

Strongest force on any atom ... 3.6 eV Å⁻¹
HOMO energy ... -10.1 eV
Gap between HOMO and LUMO ... 10.8 eV
Multiplicity ... 1
ΔE to the lowest compared entry with this formula, charge and spin ... 17.4 kcal/mol



Record 4
This record from the OMol25 dataset describes a 2-piece molecular cluster, C12H14P overall in a non-equilibrium geometry. The level of theory is ωB97M-V/def2-TZVPD.

CARTESIAN COORDINATES (ANGSTROEM)
C -3.552 0.409 -0.604
C -2.608 0.462 -1.607
C -3.286 0.178 0.763
C -1.220 0.308 -1.206
C -1.962 0.091 1.130
C -0.981 0.227 0.165
C 1.648 2.775 1.443
C 0.712 -2.595 0.257
C 2.595 0.740 -2.109
C 1.831 1.448 1.358
C 1.400 -1.358 0.837
C 1.954 -0.036 -2.787
P 0.763 0.150 0.652
H -4.617 0.510 -0.807
H -2.926 0.939 -2.553
H -4.050 0.166 1.473
H -0.509 0.424 -2.050
H -1.548 0.081 2.104
H 2.122 3.528 2.064
H 0.821 3.180 0.944
H 1.464 -3.219 -0.056
H 0.264 -2.935 1.181
H 3.091 1.519 -1.522
H -0.132 -2.354 -0.359
H 2.705 0.935 1.677
H 2.438 -1.517 1.263
H 1.430 -0.784 -3.300

Strongest force on any atom ... 4.1 eV Å⁻¹
HOMO energy ... -13.2 eV
Gap between HOMO and LUMO ... 8.7 eV
Charge ... +1
Multiplicity ... 1
ΔE to the lowest compared entry with this formula, charge and spin ... 33.4 kcal/mol



Record 5
This record from the OMol25 dataset describes a 6-piece molecular cluster, C20H33Cl10F3O10P overall in a non-equilibrium geometry. The level of theory is ωB97M-V/def2-TZVPD.

CARTESIAN COORDINATES (ANGSTROEM)
O -3.109 4.738 -2.274
C -2.479 4.105 -3.074
O -1.170 3.761 -2.824
C -3.028 3.598 -4.381
C -3.644 2.180 -4.137
C -5.166 2.187 -4.206
C -5.810 0.798 -4.102
C -7.304 0.865 -3.760
O -7.735 2.147 -3.228
C -8.098 2.143 -1.946
F -9.115 1.295 -1.681
F -7.094 1.810 -1.114
F -8.514 3.379 -1.612
O -5.132 0.112 -2.985
C -4.832 -1.193 -3.118
O -5.593 -2.093 -2.890
C -3.368 -1.486 -3.388
P -2.522 -1.707 -1.786
O -1.227 -1.029 -1.692
O -3.491 -1.203 -0.617
O -2.338 -3.304 -1.586
C -5.673 0.007 -5.461
O -6.499 -0.911 -5.632
O -4.740 0.355 -6.212
H -1.113 2.795 -2.810
H -2.186 3.476 -5.062
H -3.753 4.294 -4.792
H -3.230 1.495 -4.873
H -3.326 1.832 -3.150
H -5.468 2.658 -5.140
H -5.508 2.824 -3.386
H -7.906 0.667 -4.641
H -7.525 0.066 -3.053
H -2.843 -0.666 -3.869
H -3.266 -2.399 -3.970
H -4.290 -1.750 -0.557
H -2.978 -3.766 -2.150
Cl 1.566 0.455 0.736
C 1.927 -0.394 -0.789
C 2.339 0.557 -1.885
Cl 0.974 1.557 -2.430
H 1.041 -0.958 -1.075
H 2.743 -1.085 -0.578
H 2.674 -0.016 -2.749
H 3.141 1.219 -1.568
Cl -1.649 -6.778 0.812
C -0.441 -5.692 1.552
C 0.030 -4.626 0.598
Cl 0.995 -5.298 -0.742
H 0.384 -6.307 1.901
H -0.919 -5.224 2.411
H 0.669 -3.921 1.128
H -0.803 -4.082 0.159
Cl 2.545 -1.967 3.568
C 3.846 -1.353 4.619
C 4.397 -0.038 4.146
Cl 5.326 -0.198 2.631
H 4.622 -2.111 4.670
H 3.421 -1.227 5.613
H 5.087 0.342 4.896
H 3.614 0.699 3.983
Cl 10.157 3.259 2.289
C 9.155 1.832 2.660
C 8.083 2.133 3.672
Cl 8.758 2.464 5.295
H 9.816 1.042 3.007
H 8.690 1.515 1.728
H 7.426 1.273 3.772
H 7.487 2.994 3.379
Cl 7.038 -1.300 6.162
C 7.379 -0.223 7.542
C 6.290 -0.280 8.582
Cl 4.764 0.428 7.988
H 7.506 0.784 7.152
H 8.322 -0.550 7.977
H 6.589 0.297 9.455
H 6.084 -1.302 8.888

Strongest force on any atom ... 1.0 eV Å⁻¹
HOMO energy ... -5.7 eV
Gap between HOMO and LUMO ... 7.1 eV
Charge ... -1
Multiplicity ... 1



Record 6
This record from the OMol25 dataset describes a 2-piece molecular cluster, C4H8ClN overall in a non-equilibrium geometry. The level of theory is ωB97M-V/def2-TZVPD.

CARTESIAN COORDINATES (ANGSTROEM)
C -1.719 1.684 1.441
C 0.618 -0.245 0.482
C 0.766 -0.777 -1.980
C 1.047 -0.010 -0.731
N -2.596 0.776 1.236
Cl 2.218 1.271 -0.946
H -1.662 2.519 0.791
H 0.910 0.387 1.425
H -0.192 -1.016 0.546
H -2.712 -0.020 1.853
H 0.034 0.027 -2.502
H 1.760 -0.956 -2.522
H 0.220 -1.681 -1.772
H -3.188 0.676 0.390

Strongest force on any atom ... 3.0 eV Å⁻¹
HOMO energy ... -7.9 eV
Gap between HOMO and LUMO ... 8.6 eV
Multiplicity ... 1
ΔE to the lowest compared entry with this formula, charge and spin ... 72.7 kcal/mol